A | 2 unconnected molecules or ions with the total composition C3H9NO3. Source: the Open Molecules 2025 dataset; level of theory: ωB97M-V/def2-TZVPD.

Last column: Mulliken charge in e.
Atoms and positions in Å:
O -0.40516 -1.86823 -0.18537  -0.5649
O 0.10471 1.22469 0.46775  -0.6979
O -2.58097 -0.43874 -0.25543  -0.7811
N -2.55560 0.88922 0.02698  -0.0547
C 2.04498 0.19049 -0.40332  -1.1591
C 0.75383 0.20862 0.31612  0.9910
C 0.25859 -1.12492 0.82934  -0.7003
H -1.61749 1.08076 0.38278  0.2708
H 2.43501 1.16732 -0.71578  0.3535
H -3.39451 1.00742 0.57800  0.2990
H -1.34889 -1.65671 -0.28884  0.4563
H -2.70773 1.45978 -0.82226  0.2952
H 1.17630 -1.63030 1.15597  0.3638
H 1.74772 -0.21163 -1.43960  0.2667
H 3.04758 -0.30333 -0.05044  0.3092
H -0.39943 -0.89500 1.57992  0.3524

Output
Orbital gap: 9.6 eV
Multiplicity: 1
Structure (SMILES): [NH3+][O-].CC(=O)CO

=====

B | 2 unconnected molecules or ions with the total composition C3H9NO3. Source: the Open Molecules 2025 dataset; level of theory: ωB97M-V/def2-TZVPD.

Last column: Mulliken charge in e.
Atoms and positions in Å:
O -1.90853 0.69356 1.00845  -0.7341
O 0.24919 2.09245 0.49342  -0.6648
O -1.21387 -0.79112 2.52716  -0.6733
N 0.07866 -0.15675 -0.71322  -0.2504
C -1.31457 -0.33218 1.39309  0.5526
C 1.38026 -0.50873 -1.36236  -0.8967
C -0.43160 -1.11424 0.27529  -0.6026
H -0.47468 2.49600 0.00204  0.3975
H -0.12400 2.05266 1.43543  0.4159
H 0.31884 -1.67718 0.83211  0.3391
H -1.11733 -1.89804 -0.14049  0.2821
H 1.50046 0.13013 -2.20608  0.3522
H 2.12634 -0.37128 -0.53784  0.3120
H 0.18571 0.89584 -0.08136  0.4337
H -0.68385 0.07211 -1.34945  0.3884
H 1.42897 -1.58324 -1.57619  0.3484

Output
Orbital gap: 8.6 eV
Multiplicity: 1
Structure (SMILES): C[NH2+]CC(=O)[O-].O

=====

C | A molecular structure, C3H9NO3. Source: the Open Molecules 2025 dataset; level of theory: ωB97M-V/def2-TZVPD.

Last column: Mulliken charge in e.
Atoms and positions in Å:
O 1.38388 1.93949 -0.33109  -0.5678
O 2.06709 -0.46421 0.75445  -0.4708
O -0.98594 -0.13565 0.99527  -0.5662
N 0.26946 0.83019 -2.06821  -0.5894
C -2.07925 -0.97042 1.25470  -0.6658
C 1.17764 -0.43543 -0.24230  -0.0312
C 0.69447 0.78410 -0.73393  0.2460
H -2.75461 -0.52524 1.99805  0.2444
H -2.71832 -1.17833 0.38554  0.2601
H -0.53606 0.54823 0.08435  0.3817
H -1.71122 -1.91293 1.68765  0.2114
H 0.77433 -1.37430 -0.59373  0.2961
H -0.14311 1.72700 -2.29771  0.2752
H 1.01087 0.62180 -2.72879  0.2499
H 2.01455 -1.31756 1.21175  0.3873
H 1.53622 1.86326 0.62400  0.3391

Output
Orbital gap: 8.4 eV
Multiplicity: 1

=====

It is C that is the least stable of them.

=====

A | A molecular structure, C3H9NO3. Source: the Open Molecules 2025 dataset; level of theory: ωB97M-V/def2-TZVPD.

Last column: Mulliken charge in e.
Atoms and positions in Å:
O -0.78234 -0.21383 1.02579  -0.4653
O -0.95143 -0.00125 -0.63475  -0.1564
O 0.10770 -0.10023 -2.50897  -0.7406
N 1.73610 -0.23356 -0.49984  -0.5147
C -2.01939 0.87371 -0.93400  -0.5394
C 1.55736 -0.32761 0.64302  0.6709
C 1.85045 -0.25947 2.06255  -0.9286
H -1.68684 1.50120 -1.76140  0.2505
H -2.21761 1.50864 -0.06936  0.2615
H -1.13240 -1.11241 1.10068  0.3079
H -0.16888 -0.97755 -2.79944  0.2770
H -2.92624 0.32354 -1.20503  0.2521
H 2.87454 0.07916 2.20987  0.3250
H 1.70922 -1.24381 2.51848  0.2698
H 0.89371 -0.25371 -1.67804  0.4763
H 1.15605 0.43719 2.53042  0.2539

Output
Orbital gap: 9.3 eV
Multiplicity: 1

=====

B | 2 unconnected molecules or ions with the total composition C3H9NO3. Source: the Open Molecules 2025 dataset; level of theory: ωB97M-V/def2-TZVPD.

Last column: Mulliken charge in e.
Atoms and positions in Å:
O 2.36985 -0.98270 -0.01434  -0.5054
O 0.11669 0.78551 2.11347  -0.5837
O -2.98082 -0.82662 -1.86110  -0.6409
N -0.23114 1.81410 0.17948  -0.3569
C 0.05128 -0.67806 0.19737  -0.4342
C -0.04494 0.66671 0.92925  0.5507
C 1.19574 -0.70404 -0.82347  -0.5981
H 2.57907 0.00117 0.20062  0.3314
H 1.16290 -1.58790 -1.48529  0.2913
H -0.53872 1.86004 -0.74567  0.1603
H -2.14855 -1.06698 -1.43868  0.3147
H -2.98959 0.08545 -1.68315  0.3215
H 0.19091 -1.48382 0.87700  0.2722
H -0.10394 2.70481 0.58032  0.2041
H -0.97635 -1.04088 0.17996  0.3217
H 1.23929 0.23872 -1.39607  0.3512

Output
Orbital gap: 10.4 eV
Multiplicity: 1
Structure (SMILES): NC(=O)CCO.O

=====

It is A that is the least stable of them.

=====

A | 3 unconnected molecules or ions with the total composition C5H7F. Source: the Open Molecules 2025 dataset; level of theory: ωB97M-V/def2-TZVPD.

Last column: Mulliken charge in e.
Atoms and positions in Å:
F -0.73806 1.29033 1.84330  -0.3066
C 1.21948 -0.00913 -0.87089  -0.8402
C -1.21027 -1.67039 -0.19440  -0.6878
C 0.52494 1.41619 0.98033  -0.3159
C 0.24206 0.25088 -0.04932  0.5680
C -1.12177 -0.33496 -0.15890  -0.4726
H -1.99278 0.18955 0.06095  0.3456
H -2.11192 -2.08739 -0.14033  0.3417
H 2.19673 0.50567 -0.97598  0.3244
H 0.82182 -0.57718 -1.75227  0.2888
H -0.39886 -2.49882 -0.32006  0.2169
H 1.81443 0.95589 1.53259  0.2712
H 0.75419 2.56936 0.04501  0.2664

Output
Orbital gap: 9.5 eV
Multiplicity: 1

=====

B | A single C5H7F molecule. Source: the Open Molecules 2025 dataset; level of theory: ωB97M-V/def2-TZVPD.

Last column: Mulliken charge in e.
Atoms and positions in Å:
F -0.30765 -0.92606 -1.54097  -0.3305
C 0.73230 0.83868 -0.50516  -0.5927
C -0.24538 -0.96949 0.80087  -0.6295
C 0.45345 -0.61846 -0.43421  0.4091
C -0.58267 0.16891 1.36493  -0.3284
C -0.16079 1.39326 0.60203  -0.6453
H 0.34266 2.16653 1.20077  0.3043
H -1.03519 0.25258 2.34111  0.3770
H -0.35884 -1.90222 1.31170  0.4148
H -1.02243 1.93141 0.30271  0.2767
H 1.42764 -1.21254 -0.47127  0.1855
H 0.42408 1.22451 -1.45503  0.2673
H 1.80950 0.99683 -0.33200  0.2917

Output
Orbital gap: 11.0 eV
Multiplicity: 1
Structure (SMILES): F[C@@H]1C=CCC1

=====

It is A that is the least stable of them.